Below is a 9-piece molecular cluster, C44H87FN2O13S10 overall in a non-equilibrium geometry, with properties calculated with wB97M-V/def2-TZVPD.

Structure (XYZ):
```
157
Properties=species:S:1:pos:R:3:forces:R:3
C -0.37360 3.56696 -1.92758 0.221 -0.044 -0.269
C 0.87854 3.69445 -3.02825 -0.427 0.408 0.511
C 2.29731 3.04329 -2.42771 -2.178 0.727 0.418
O 2.86186 2.11430 -3.41837 1.713 1.431 1.669
C 4.33055 2.16999 -3.47021 1.006 -0.711 -1.142
C 5.05442 0.73189 -3.06386 0.143 -4.803 -0.498
C 4.59647 -0.60602 -3.91473 1.403 0.988 2.093
C 5.16988 -2.11612 -3.62446 0.448 0.616 0.760
N 4.80025 -3.40699 -4.32276 2.901 3.300 4.116
S 5.73116 -4.64567 -3.49673 0.021 5.969 1.179
N 6.58916 -3.67921 -2.31963 -1.564 3.401 -1.157
C 6.26766 -2.20316 -2.39943 -1.331 -3.372 -1.962
C 6.81449 -0.91911 -1.49922 -3.041 0.735 -3.733
S 8.05457 -1.27565 -0.14070 1.257 0.958 5.715
O 9.17858 -0.22350 0.01610 -4.283 -3.908 -1.489
O 7.30289 -1.59429 1.21018 2.779 0.950 -6.011
F 8.86371 -2.77157 -0.54995 -1.910 3.139 0.258
C 6.17829 0.55070 -1.87155 0.559 -2.624 -0.264
C 6.62224 1.89834 -1.04806 -0.410 0.224 -0.922
C 5.37453 2.36685 -0.08260 0.311 1.341 -0.866
O 5.62190 2.21404 1.36033 -2.565 -0.488 -1.345
C 4.30656 1.77033 1.93101 -0.537 -0.697 0.360
C 4.14487 2.16349 3.53031 0.248 1.801 -1.265
O 3.47732 1.13254 4.34126 -1.754 0.053 -2.230
C 2.23167 0.65439 3.71461 -3.397 -1.981 -2.218
C 0.79915 1.49309 3.68121 0.480 -2.933 -1.443
C -0.55292 0.89137 2.90214 3.039 -2.194 -0.154
C -0.56089 -0.58105 2.12481 3.810 1.571 1.560
C -1.89725 -1.16189 1.30356 0.029 -0.396 1.546
C -2.83328 -1.87285 2.49356 -0.702 -0.272 -1.090
C -2.81862 0.05923 0.69396 -0.142 0.598 1.206
C -1.53815 -2.35104 0.23462 -0.880 0.055 -0.193
C -1.04763 -1.83912 -1.24277 0.992 -0.991 -0.910
C -0.12187 -3.08353 -1.86906 0.120 0.277 1.459
C -2.27291 -1.62391 -2.33296 1.008 0.464 0.129
C -0.07383 -0.52059 -1.23770 0.018 0.323 -0.517
C 0.87851 -1.41816 2.20698 0.287 3.186 1.689
C 2.23032 -0.82562 2.98144 -2.954 2.055 -0.210
H 0.03527 3.47913 -0.83082 -0.739 0.232 -2.116
H -1.09025 4.52022 -1.96378 1.597 -2.150 -0.026
H -0.97498 2.58806 -2.15998 1.015 1.900 0.525
H 1.02193 4.84446 -3.20041 -0.057 -2.472 0.264
H 0.55939 3.19907 -4.04301 0.811 0.767 2.035
H 1.97178 2.49866 -1.42281 1.017 0.826 -2.056
H 2.97116 3.96303 -2.16487 -0.853 -1.940 -0.619
H 4.81941 3.04045 -2.86011 -1.274 -1.801 -1.054
H 4.61211 2.37560 -4.61200 -0.619 -0.682 2.732
H 3.77754 -0.50024 -4.76698 1.959 -0.062 2.055
H 6.73967 2.76052 -1.86528 -0.267 -2.006 1.664
H 7.65705 1.83259 -0.50538 -2.171 -0.281 -0.889
H 4.41398 1.82995 -0.48088 1.748 0.806 1.049
H 5.20856 3.53398 -0.26538 0.293 -2.374 0.270
H 4.28362 0.59449 1.73671 -0.310 2.537 0.657
H 3.38979 2.30496 1.38427 2.101 -1.262 0.959
H 5.20884 2.49143 3.94840 -2.326 -1.334 -0.545
H 3.48803 3.15976 3.55737 1.305 -2.136 -0.001
H 0.76703 2.55064 4.22894 -0.052 -2.586 -1.392
H -1.55705 1.51461 2.88106 2.443 -1.315 0.164
H -2.74945 -1.31976 3.52416 -0.060 -1.150 -2.026
H -2.61069 -3.02329 2.56042 -0.063 2.261 0.176
H -3.94837 -1.77691 2.10121 2.591 -0.304 0.967
H -2.15568 1.01421 0.49383 -1.336 -1.971 0.077
H -3.59153 0.35013 1.55581 1.797 -0.518 -1.993
H -3.47478 -0.23815 -0.23085 1.524 0.409 1.690
H -2.55275 -2.95429 0.05588 2.068 1.324 0.422
H -0.79833 -3.15415 0.71454 -1.456 1.980 -1.026
H -0.80566 -3.98209 -2.17603 1.339 1.762 0.312
H 0.56525 -3.46146 -0.98199 -1.196 0.658 -1.870
H 0.59078 -2.69089 -2.71000 -1.595 -0.890 1.345
H -3.15702 -2.38502 -2.17528 1.866 1.677 -0.274
H -2.60247 -0.49843 -2.29450 0.272 -2.337 -0.082
H -1.79027 -1.79812 -3.39978 -1.072 0.304 2.069
H 0.81865 -0.57603 -0.45743 -1.979 0.013 -1.626
H 0.38941 -0.42643 -2.32928 -0.895 -0.190 2.267
H -0.67771 0.48424 -1.06267 1.223 -2.169 -0.170
H 1.02836 -2.48040 1.69638 -0.505 2.612 1.216
H 3.23266 -1.47370 2.97205 -2.519 1.617 0.078
C 5.34761 -2.70809 7.06622 0.013 -0.079 0.097
S 4.59237 -2.69117 5.42211 -0.244 -0.271 0.034
O 3.37495 -3.56653 5.47627 0.579 0.178 0.040
C 5.90183 -3.63230 4.60153 0.014 -0.116 0.016
H 4.67549 -2.19999 7.76156 0.010 -0.051 -0.194
H 5.50002 -3.73780 7.39791 -0.063 0.042 -0.086
H 6.30238 -2.17792 7.03582 -0.093 -0.006 -0.082
H 6.02061 -4.60576 5.08321 -0.086 0.084 0.036
H 6.83889 -3.07280 4.65010 -0.116 0.024 -0.024
H 5.62172 -3.77749 3.55576 -0.034 0.116 0.144
C 6.60930 6.64396 -4.22969 -0.080 0.033 0.084
S 6.85175 5.02100 -4.99190 -0.052 0.011 0.067
O 5.67781 4.16601 -4.61485 0.808 0.805 -0.104
C 8.24260 4.52550 -3.94605 -0.034 -0.066 0.070
H 5.75385 7.12693 -4.70754 0.106 -0.170 -0.014
H 6.41014 6.53023 -3.16152 0.014 -0.086 -0.083
H 7.50068 7.25688 -4.38252 -0.045 -0.106 -0.038
H 7.94413 4.54072 -2.89514 -0.043 0.047 -0.090
H 9.08164 5.20619 -4.10771 -0.104 -0.034 -0.041
H 8.54130 3.51196 -4.22303 -0.115 0.127 -0.052
C -0.91943 7.74722 -3.81847 -0.103 0.018 0.060
S 0.83553 7.46795 -3.47809 -0.043 -0.053 0.445
O 0.93252 6.77398 -2.15133 -0.112 0.627 -0.533
C 1.25710 9.20746 -3.21318 -0.016 0.080 0.080
H -1.39945 6.77925 -3.97979 0.188 0.062 0.032
H -1.39079 8.24750 -2.96927 0.124 -0.048 -0.009
H -1.02510 8.35626 -4.71929 0.079 -0.061 0.050
H 0.65329 9.61894 -2.40087 0.021 -0.124 -0.046
H 1.08167 9.76987 -4.13316 0.011 -0.103 0.030
H 2.31451 9.27163 -2.94677 -0.139 -0.132 -0.047
C -6.84005 -0.35517 4.63972 0.019 0.107 0.039
S -6.41007 -1.25827 3.13198 0.147 0.319 -0.138
O -5.40841 -0.43104 2.38121 -1.222 0.030 0.441
C -8.01154 -1.04288 2.31794 -0.036 0.071 -0.084
H -5.96295 -0.32965 5.29044 -0.056 -0.078 -0.178
H -7.13676 0.66682 4.39256 0.047 -0.096 -0.079
H -7.65539 -0.86910 5.15420 0.075 -0.024 -0.082
H -8.23703 0.02094 2.21209 0.094 -0.073 0.023
H -8.78944 -1.53455 2.90666 0.103 0.003 0.027
H -7.96254 -1.50288 1.32840 0.104 0.050 0.109
C -6.27176 -4.17568 -4.57665 -0.050 -0.222 0.013
S -5.57144 -3.21438 -3.21311 0.165 -0.084 0.154
O -4.56371 -4.08339 -2.51988 -0.557 0.069 -0.238
C -7.06942 -3.20436 -2.19835 0.025 -0.108 -0.061
H -5.49072 -4.33840 -5.32291 -0.025 0.089 0.175
H -6.62833 -5.14109 -4.21003 0.046 0.058 0.029
H -7.09457 -3.61944 -5.03181 0.080 0.033 0.079
H -7.37752 -4.22886 -1.97649 0.119 0.003 -0.060
H -7.86676 -2.67945 -2.72954 0.129 0.050 0.079
H -6.85242 -2.68115 -1.26435 0.090 0.021 -0.213
C 2.47819 -6.77899 7.09706 -0.051 -0.082 -0.035
S 3.17850 -5.81769 8.46059 0.208 -0.256 0.085
O 4.18624 -6.68670 9.15383 -0.506 0.251 -0.257
C 1.68053 -5.80767 9.47535 -0.090 -0.092 0.076
H 3.25922 -6.94171 6.35079 -0.052 0.150 0.169
H 2.12162 -7.74440 7.46367 0.079 0.086 0.105
H 1.65538 -6.22275 6.64190 0.150 0.057 0.045
H 1.37242 -6.83217 9.69722 0.099 0.042 -0.049
H 0.88318 -5.28276 8.94416 0.119 -0.007 -0.015
H 1.89752 -5.28446 10.40935 0.087 -0.050 -0.167
C -5.18743 2.40174 -1.54413 0.082 0.016 0.070
S -5.73202 1.30250 -2.87411 0.253 -0.372 0.141
O -5.07399 -0.02833 -2.65686 -0.323 0.803 -0.082
C -4.83056 2.14438 -4.19788 0.140 -0.003 -0.047
H -5.60579 2.03971 -0.60216 0.022 -0.072 -0.169
H -4.09682 2.40013 -1.47969 -0.054 -0.084 -0.051
H -5.55108 3.41426 -1.73421 -0.022 -0.091 -0.050
H -3.76168 2.15852 -3.97198 -0.081 -0.062 0.060
H -5.20538 3.16513 -4.30301 -0.036 -0.087 0.051
H -4.99637 1.60092 -5.13080 -0.047 -0.008 0.188
C -11.20832 -3.21675 0.46605 -0.074 0.075 0.062
S -10.40378 -3.28807 -1.15302 -0.022 0.433 -0.083
O -9.96880 -1.89512 -1.50198 -0.340 -0.614 0.229
C -11.90671 -3.64016 -2.09695 -0.094 0.060 -0.027
H -10.45459 -2.96885 1.21694 -0.012 -0.047 -0.193
H -11.98442 -2.44782 0.46520 0.088 -0.030 -0.092
H -11.64439 -4.19047 0.70122 0.078 0.046 -0.068
H -12.64037 -2.84554 -1.94182 0.129 -0.011 0.033
H -12.32060 -4.60013 -1.77975 0.097 0.054 0.004
H -11.64696 -3.69137 -3.15671 0.086 0.024 0.179
```
Forces are in eV/Å.

The charge is 0. Its largest force on an atom is 6.7 eV Å⁻¹. The value obtained for the total energy is -187672.0545 eV. The HOMO-LUMO gap comes out at 5.670 eV. The molecular weight comes out at 1191.8 g/mol.